No. 1
{"formula": "C8H15BF4OS", "method": "the ωB97M-V functional and the def2-TZVPD basis", "symbols": ["C", "C", "C", "C", "C", "S", "O", "C", "C", "C", "H", "H", "H", "H", "H", "H", "H", "H", "H", "H", "H", "H", "H", "H", "H", "B", "F", "F", "F", "F"], "positions_angstrom": [[1.0747, 3.0823, 0.9251], [1.7268, 2.1173, 0.6352], [2.7923, 1.1363, 0.3850], [2.2420, -0.1272, -0.3030], [1.3402, -0.9957, 0.5945], [-0.4109, -0.6122, 0.4511], [-0.8018, 0.4809, 1.5539], [-2.2307, 0.5386, 1.7994], [-3.0936, 0.6117, 0.5451], [-2.6225, 1.6623, -0.4964], [0.4991, 3.9132, 1.2499], [3.5336, 1.5667, -0.2899], [3.3207, 0.8941, 1.3078], [1.7121, 0.1722, -1.2060], [3.0851, -0.7434, -0.6129], [1.6595, -1.0091, 1.6364], [1.4238, -2.0198, 0.2077], [-0.4377, 0.0673, -0.7269], [-2.5144, -0.3524, 2.3686], [-2.4465, 1.3832, 2.4491], [-4.1068, 0.8755, 0.8508], [-3.1819, -0.3748, 0.0865], [-2.3850, 1.1415, -1.4278], [-3.4266, 2.3521, -0.7374], [-1.7308, 2.2033, -0.1774], [0.9965, -3.6104, -2.2274], [-0.3284, -3.2398, -1.8943], [1.4245, -4.6215, -1.3571], [1.0612, -4.0323, -3.5497], [1.8257, -2.4598, -2.0401]], "atomic_forces_ev_per_a": [[-0.1706, -0.2689, 0.0250], [0.8608, 0.5600, 0.3689], [-0.6418, -0.3946, -0.5948], [0.4177, 0.2707, 0.6729], [0.7863, 0.3770, -0.9093], [-0.5442, -1.3389, 0.1070], [0.5385, 0.4850, -0.3503], [-1.3150, -0.7180, 0.2101], [0.1766, 0.4901, -0.2971], [-0.0809, -0.7068, -0.0933], [-0.1382, 0.0522, -0.1069], [-0.0508, 0.1754, 0.0392], [-0.1305, -0.0150, 0.0949], [0.0521, -0.2258, -0.1075], [-0.1714, -0.1464, -0.0744], [-0.4079, 0.1784, 0.1342], [-0.5268, 0.0038, -0.0234], [0.3494, 0.1418, 0.2773], [0.1540, -0.0142, -0.0240], [0.6918, 0.2554, -0.1048], [0.0474, -0.1393, 0.2558], [0.0829, 0.0024, -0.0002], [0.0747, 0.1849, -0.0402], [0.1246, 0.1834, 0.0796], [-0.0996, 0.1219, 0.0464], [0.0637, -0.3639, -0.2166], [-0.1391, 0.3515, 0.2412], [0.0173, 0.1623, 0.1169], [0.0021, 0.1315, 0.0909], [-0.0233, 0.2040, 0.1826]], "total_energy_ev": -32970.042, "homo_energy_ha": -0.3938, "max_force_ev_per_a": 1.5}

No. 2
{"formula": "C14H30F6KN3O5P", "method": "the ωB97M-V functional and the def2-TZVPD basis", "symbols": ["K", "C", "O", "O", "C", "F", "F", "F", "C", "C", "H", "H", "H", "H", "H", "H", "C", "O", "O", "C", "F", "F", "F", "C", "C", "H", "H", "H", "H", "H", "H", "O", "P", "N", "C", "C", "N", "C", "C", "N", "C", "C", "H", "H", "H", "H", "H", "H", "H", "H", "H", "H", "H", "H", "H", "H", "H", "H", "H", "H"], "positions_angstrom": [[0.2366, -0.7497, -0.0534], [2.9335, -2.9149, 0.7346], [2.8193, -2.0254, -0.3879], [1.7181, -2.9996, 1.3033], [3.5832, -4.2686, 0.3200], [4.9179, -4.1715, 0.0258], [3.5588, -5.1010, 1.3926], [2.9125, -4.8842, -0.6547], [3.9813, -1.4448, -0.9149], [3.4641, -0.2602, -1.7557], [2.5774, 0.1589, -1.2735], [4.2250, 0.5241, -1.8073], [3.2244, -0.5594, -2.7731], [4.5087, -2.1612, -1.5523], [4.6420, -1.0651, -0.1251], [3.6546, -2.3968, 1.3957], [0.0059, -2.3742, -3.8309], [-0.7303, -3.6120, -3.9826], [-0.0691, -1.8885, -2.5841], [1.3752, -2.7014, -4.4671], [1.9475, -3.7659, -3.8659], [1.2905, -3.0351, -5.7886], [2.2079, -1.6358, -4.4745], [-2.1133, -3.5713, -3.7071], [-2.5365, -5.0413, -3.6897], [-2.6424, -5.5491, -4.6469], [-1.8112, -5.6124, -3.1096], [-3.4677, -5.0602, -3.1137], [-2.6468, -3.0359, -4.5019], [-2.4576, -3.1516, -2.7608], [-0.4955, -1.6607, -4.5058], [0.2305, 1.8967, 0.9466], [-0.8129, 2.6013, 1.7180], [-0.6288, 4.2780, 1.8146], [-1.7354, 5.1881, 2.0734], [0.7196, 4.8186, 1.9216], [-0.9184, 2.0095, 3.2854], [-0.5148, 0.6419, 3.5238], [-1.1121, 2.8248, 4.4994], [-2.3661, 2.3293, 1.1877], [-2.6755, 2.4180, -0.2440], [-3.5616, 2.1682, 2.0065], [-2.1965, 5.5159, 1.1405], [-1.4174, 6.0566, 2.6524], [-2.4789, 4.7217, 2.7217], [1.4557, 4.1414, 1.4919], [1.0354, 4.8707, 2.9741], [0.7541, 5.8407, 1.5480], [-0.8908, -0.0369, 2.7526], [0.5703, 0.5421, 3.3852], [-0.7278, 0.2238, 4.5050], [-1.6017, 2.2659, 5.2931], [-0.1524, 3.2738, 4.7573], [-1.8210, 3.6081, 4.2268], [-3.2558, 3.3278, -0.4335], [-1.7682, 2.4462, -0.8416], [-3.3032, 1.5413, -0.4128], [-4.1484, 1.3015, 1.7023], [-4.1242, 3.1013, 1.8856], [-3.3675, 2.0984, 3.0737]], "atomic_forces_ev_per_a": [[0.5608, -0.9947, -0.5413], [-1.8664, 1.0145, 1.2836], [0.0602, -0.2104, -0.4990], [1.2185, -0.3409, -0.6537], [-0.7777, 0.1296, 1.1545], [-0.4925, 0.0307, -0.6131], [0.0159, -0.0944, -0.0691], [0.6561, 0.0544, -0.2671], [-0.7642, 0.6253, -0.6182], [0.7275, -0.0934, 0.0545], [0.1430, 0.0052, -0.1159], [-0.0142, 0.0534, -0.0406], [-0.2079, -0.0149, 0.1525], [0.2705, 0.1000, 0.0969], [0.0735, -0.2353, 0.1204], [0.6447, -0.2951, 0.1994], [-1.9236, 1.1620, 1.6034], [0.1272, -0.1049, 0.0306], [0.9578, -0.1561, -0.6346], [-0.2223, -0.7035, 0.0301], [0.3606, 0.7823, -0.1032], [-0.3340, -0.0286, 0.1458], [0.0415, -0.3148, 0.5182], [0.3967, -1.0888, -0.8255], [-0.3902, 0.1941, 0.7721], [-0.0742, 0.3058, -0.1571], [0.0914, 0.1253, 0.0334], [-0.2238, -0.4345, -0.3263], [-0.0265, 0.1842, -0.1175], [0.8143, 0.3535, 0.2215], [0.1867, 0.1765, -0.7890], [-0.0835, 0.3648, -0.2161], [-1.1144, 0.1252, 1.4074], [0.3114, -0.9517, -0.2874], [-0.0424, -0.3760, 0.1964], [0.0946, -0.2212, 1.0838], [-0.3474, 0.1930, 0.8626], [1.4694, -0.7698, -1.0805], [-0.0581, 0.3657, -1.7972], [0.6026, -0.1621, -0.1780], [-0.2863, 0.0921, 1.0193], [0.3526, 1.0122, -0.0181], [-0.1401, 0.1176, 0.0704], [0.3085, 0.0370, -0.1970], [-0.2348, -0.0556, -0.3162], [-0.1804, 0.2227, -0.5887], [-0.1455, 0.1953, 0.1241], [0.1604, -0.1665, -0.4268], [-0.4377, 0.0388, 0.2091], [0.0307, -0.0165, 0.2602], [-0.4778, 0.4127, 0.0543], [0.3939, -0.2504, 0.0787], [-0.1581, 0.0494, 0.7020], [0.1844, 0.2623, 0.3205], [-0.0754, -0.0470, -0.1921], [-0.0456, -0.2812, -0.0412], [0.1224, 0.0809, -0.8067], [-0.0292, 0.0335, -0.1501], [-0.6036, -0.2638, -0.0459], [0.4001, -0.2275, -0.0926]], "total_energy_ev": -71634.015, "e_above_lowest_kj_mol": 65.0, "total_charge": -1, "homo_energy_ha": -0.1470, "max_force_ev_per_a": 2.8}

No. 3
{"formula": "C2H3Cl2NO", "method": "the ωB97M-V functional and the def2-TZVPD basis", "symbols": ["C", "C", "N", "O", "Cl", "Cl", "H", "H", "H"], "positions_angstrom": [[-0.4260, 1.5893, -0.2681], [-0.2818, -0.6268, 0.0508], [1.0306, -1.1931, 0.0567], [-0.1323, 2.1693, -1.2302], [-1.3239, -1.4097, -1.1697], [-1.0057, -0.3983, 1.6797], [-0.9895, 1.7734, 0.6297], [1.5077, -0.9627, 0.9602], [1.6209, -0.9415, -0.7093]], "atomic_forces_ev_per_a": [[0.3007, -3.8244, -1.1663], [0.4960, 3.2707, -0.6981], [-0.5706, 0.1428, 2.5322], [0.1641, 0.3668, 0.1948], [0.2940, 0.3150, 0.7227], [0.3248, -1.0149, -0.6333], [-0.3696, 0.7789, 0.9231], [-0.5898, -0.3251, -1.2603], [-0.0496, 0.2902, -0.6147]], "total_energy_ev": -30702.425, "e_above_lowest_kj_mol": 298.3, "homo_energy_ha": [-0.2992, -0.2992], "max_force_ev_per_a": 4.0}

No. 4
{"formula": "C7H7ClN2O", "method": "the ωB97M-V functional and the def2-TZVPD basis", "symbols": ["C", "C", "C", "C", "C", "C", "C", "N", "N", "O", "Cl", "H", "H", "H", "H", "H", "H", "H"], "positions_angstrom": [[-2.9934, -0.1273, 0.3334], [-2.3019, 0.8243, 1.0384], [-2.3690, -0.9088, -0.6425], [-0.9236, 0.9232, 0.8631], [-0.9432, -0.8744, -0.8475], [-0.3351, 0.0775, -0.0987], [4.0792, 0.1050, -0.5465], [1.6379, -0.9059, 0.1802], [1.1097, 0.0992, -0.2322], [1.5197, 1.2987, -0.4962], [4.8333, -0.1418, 0.9423], [-4.1197, -0.2184, 0.3879], [-2.8354, 1.2617, 1.8489], [-2.9804, -1.7313, -1.0693], [-0.2465, 1.5757, 1.3916], [-0.3416, -1.4608, -1.5175], [3.7149, -0.8334, -0.9495], [3.4951, 1.0370, -0.5859]], "atomic_forces_ev_per_a": [[-1.4557, -0.7705, -2.0502], [1.2010, -0.4280, 0.6146], [0.6560, -1.5737, 0.0136], [-0.0708, -0.6102, -0.8375], [-3.0837, 0.5133, 0.5266], [-0.1510, 0.2035, 0.6589], [-1.1312, -0.0311, 0.5807], [1.5449, -0.6912, -0.4305], [-0.7871, 3.4776, 1.0187], [0.2683, -1.4600, -0.1997], [0.6583, 0.0317, 0.5035], [1.5260, 0.0691, 0.3366], [0.0002, 0.9546, 0.3741], [0.5670, 0.8343, -0.1329], [-0.2500, 0.1882, 0.2056], [-0.3327, -0.3841, -0.1899], [0.2186, 0.2522, -0.5426], [0.6220, -0.5756, -0.4497]], "total_energy_ev": -24915.808, "e_above_lowest_kj_mol": 662.8, "homo_energy_ha": [-0.3579, -0.3022], "max_force_ev_per_a": 3.7}